Here is 15 unconnected molecules or ions with the total composition C45H90O45 in a non-equilibrium geometry from OMol25. Energies are from wB97M-V/def2-TZVPD.

Last column: Mulliken charge in e.
Geometry (Å):
C: 5.21904 4.81184 1.39402  -0.192
O: 5.59608 5.37871 0.16271  -0.387
C: 5.13727 4.95478 -1.02355  0.799
O: 4.38721 3.96359 -1.18168  -0.368
O: 5.52987 5.80124 -1.95615  -0.366
C: 5.02476 5.65840 -3.26339  -0.704
H: 4.25700 4.30235 1.44887  -0.221
H: 5.19985 5.47850 2.25617  0.297
H: 5.99932 4.06900 1.55969  0.316
H: 5.50463 4.95750 -3.94644  0.270
H: 5.09211 6.67009 -3.66346  0.304
H: 3.95191 5.46584 -3.26004  0.313
C: 0.78805 -1.03225 -5.17637  -0.167
O: -0.23187 -0.85022 -6.15394  -0.368
C: -1.04806 0.25602 -5.91145  0.753
O: -0.94194 1.03948 -4.97185  -0.527
O: -2.06851 0.25820 -6.82165  -0.370
C: -3.10726 1.28913 -6.80575  -0.392
H: 0.36874 -1.17993 -4.18115  0.125
H: 1.34225 -0.13884 -4.88865  0.100
H: 1.45010 -1.86064 -5.42842  0.280
H: -2.54145 2.20242 -6.62174  0.320
H: -3.73052 1.15575 -5.92153  0.065
H: -3.65343 1.23683 -7.74760  0.215
C: -6.49583 4.18623 2.07042  -0.799
O: -5.24098 3.80943 1.62702  -0.154
C: -4.56998 4.31880 0.65696  0.553
O: -5.02712 5.16444 -0.14023  -0.663
O: -3.45147 3.68181 0.62745  0.098
C: -2.51662 4.00222 -0.36641  -0.363
H: -7.28792 3.92473 1.36878  0.340
H: -6.47423 5.20593 2.45496  0.353
H: -6.78348 3.68715 2.99577  0.208
H: -2.41674 5.08424 -0.45214  0.474
H: -2.71415 3.52360 -1.32558  0.108
H: -1.63012 3.47798 -0.00949  -0.088
C: 1.32153 1.10308 3.91101  -0.023
O: 1.68641 -0.20216 3.39851  -0.380
C: 2.27914 -0.27347 2.14580  0.646
O: 2.54825 0.59982 1.33050  -0.243
O: 2.52703 -1.58976 1.91436  -0.266
C: 3.03919 -2.10937 0.73248  -0.131
H: 0.26357 1.09840 4.17332  -0.098
H: 1.50960 1.95758 3.26097  -0.089
H: 1.86397 1.35680 4.82177  0.369
H: 3.63786 -2.97447 1.01759  0.512
H: 3.81184 -1.52003 0.23873  0.104
H: 2.25864 -2.38455 0.02316  -0.226
C: 4.10909 1.57790 -4.47742  0.308
O: 4.97303 1.36106 -5.56588  -0.361
C: 4.89398 0.20942 -6.28820  0.753
O: 4.07266 -0.71813 -6.11752  -0.572
O: 6.01644 0.18878 -7.00734  -0.313
C: 6.40445 -0.83575 -7.84266  -0.801
H: 4.47817 2.47427 -3.97905  -0.069
H: 4.19019 0.68333 -3.85995  -0.218
H: 3.06891 1.77147 -4.73944  0.287
H: 5.96968 -0.84740 -8.84213  0.315
H: 6.11484 -1.80373 -7.43372  0.320
H: 7.48455 -0.97040 -7.90074  0.350
C: -1.42041 -1.18096 0.72730  0.376
O: -1.11688 0.04113 0.02682  0.152
C: 0.07934 0.12121 -0.66110  0.317
O: 0.73658 -0.84790 -1.08043  -0.773
O: 0.31371 1.36125 -0.85502  0.068
C: 1.50634 1.71414 -1.60915  -0.770
H: -0.89371 -1.23264 1.68021  -0.030
H: -1.06268 -2.03360 0.15013  -0.124
H: -2.50045 -1.14984 0.87096  -0.174
H: 2.33936 1.02390 -1.47589  0.181
H: 1.86681 2.73246 -1.46361  0.155
H: 1.38896 1.58763 -2.68541  0.424
C: -1.48154 -1.03631 6.48024  -0.835
O: -2.03836 -0.86794 5.22686  0.049
C: -2.76866 0.22239 4.91646  0.356
O: -3.25015 1.02278 5.78074  -0.678
O: -2.68927 0.37260 3.63559  0.308
C: -2.94970 1.61002 3.03360  -0.685
H: -2.26353 -1.09081 7.23762  0.319
H: -0.82362 -0.20180 6.72277  0.328
H: -0.86037 -1.93184 6.49732  0.209
H: -2.98937 1.40295 1.96418  -0.099
H: -2.07813 2.19676 3.32380  0.525
H: -3.89640 2.10045 3.26016  0.352
C: 7.78653 -2.20441 -4.79081  -0.778
O: 6.68326 -1.77569 -3.91163  -0.201
C: 5.75582 -2.59445 -3.49250  0.548
O: 5.76549 -3.76752 -3.63711  -0.595
O: 4.86986 -1.86460 -2.91201  -0.011
C: 3.68012 -2.42551 -2.34678  -0.565
H: 8.52125 -1.41127 -4.92945  0.250
H: 7.46696 -2.49727 -5.79091  0.248
H: 8.38652 -2.94048 -4.25571  0.358
H: 2.95991 -1.69204 -1.98427  -0.108
H: 3.89554 -3.09678 -1.51547  0.417
H: 3.28179 -3.01474 -3.17277  0.506
C: -3.29535 -0.70222 -2.12742  0.052
O: -4.55361 -0.40537 -2.67304  -0.393
C: -4.88311 0.82687 -2.78415  0.871
O: -4.37218 1.78663 -2.22118  -0.583
O: -6.03402 0.94355 -3.46113  -0.401
C: -6.66548 -0.09901 -4.17507  -0.667
H: -3.10653 -1.58529 -1.51699  -0.047
H: -3.10092 0.07999 -1.39364  0.132
H: -2.53141 -0.69153 -2.90483  0.274
H: -7.37667 0.35744 -4.86351  0.282
H: -7.10232 -0.77796 -3.44276  0.240
H: -5.97876 -0.55984 -4.88510  0.278
C: 10.17824 2.25502 -0.25376  -0.681
O: 8.78482 2.23914 -0.09528  -0.336
C: 7.98442 1.29762 -0.62591  0.646
O: 8.35083 0.36396 -1.32271  -0.553
O: 6.72799 1.56523 -0.12736  -0.213
C: 5.66574 0.70990 -0.54556  -0.526
H: 10.69574 1.35413 0.07594  0.272
H: 10.62430 3.12930 0.22035  0.218
H: 10.22573 2.42301 -1.32968  0.331
H: 4.88404 0.93194 0.18090  0.015
H: 6.00263 -0.32526 -0.49024  0.542
H: 5.22303 0.90564 -1.52219  0.142
C: -4.11858 -3.51357 2.55199  -0.491
O: -4.95536 -3.58111 3.65356  -0.121
C: -5.97820 -4.51087 3.77410  0.612
O: -6.34597 -5.21734 2.85035  -0.586
O: -6.47178 -4.46589 5.01137  -0.274
C: -7.61527 -5.18235 5.34235  -0.708
H: -3.75194 -4.48631 2.22416  0.434
H: -3.28212 -2.83372 2.71397  0.003
H: -4.64801 -3.18734 1.65679  0.240
H: -8.15096 -5.54816 4.46638  0.348
H: -8.22572 -4.56594 6.00228  0.240
H: -7.40551 -6.10923 5.87618  0.268
C: 0.12472 -4.31070 -1.28811  0.040
O: -0.80021 -5.32382 -1.38686  -0.399
C: -2.06535 -5.07216 -1.16576  0.468
O: -2.59634 -3.94100 -0.98366  -0.357
O: -2.69415 -6.28092 -1.11974  -0.397
C: -4.14414 -6.34335 -0.90933  -0.639
H: 0.18485 -3.90581 -0.27789  -0.111
H: -0.07838 -3.42484 -1.88986  0.196
H: 1.08491 -4.75024 -1.55822  0.298
H: -4.60040 -7.12889 -1.51171  0.306
H: -4.62443 -5.41116 -1.20668  0.227
H: -4.47437 -6.47492 0.12107  0.284
C: 0.31727 -3.11627 3.55156  0.372
O: 0.00257 -4.44892 3.85427  -0.239
C: -0.03880 -4.89913 5.10677  0.656
O: 0.21792 -4.28584 6.12918  -0.585
O: -0.40454 -6.21695 5.05740  -0.332
C: -0.40812 -7.02930 6.22612  -0.672
H: 0.45445 -2.93328 2.48583  -0.341
H: 1.26099 -2.81972 4.00934  0.418
H: -0.54030 -2.57873 3.95621  -0.108
H: 0.57272 -6.96871 6.69768  0.313
H: -0.55780 -8.05883 5.90092  0.231
H: -1.21626 -6.69421 6.87632  0.280
C: -8.82418 0.16784 4.29991  -0.653
O: -8.36843 0.31975 2.93174  -0.376
C: -7.06699 0.47932 2.61498  0.726
O: -6.16834 0.83486 3.34806  -0.446
O: -6.97454 0.21713 1.29981  -0.396
C: -5.73199 -0.04185 0.63203  0.136
H: -8.26634 -0.63795 4.77701  0.284
H: -9.85988 -0.17176 4.29168  0.258
H: -8.84678 1.07133 4.90926  0.285
H: -5.19317 -0.70791 1.30593  0.003
H: -5.09296 0.83782 0.55505  -0.028
H: -5.76934 -0.49780 -0.35732  0.190
C: 2.43817 7.56100 3.94680  -0.615
O: 1.80295 6.32399 3.54245  -0.323
C: 1.72120 5.91835 2.30427  0.644
O: 2.06833 6.54245 1.31363  -0.564
O: 1.21265 4.56548 2.33398  -0.249
C: 1.17739 3.71951 1.19418  0.187
H: 3.42708 7.56387 3.48839  0.243
H: 2.47098 7.68340 5.02941  0.261
H: 1.98343 8.49245 3.60962  0.293
H: 0.71226 4.23181 0.35199  0.522
H: 0.90098 2.72613 1.54759  -0.390
H: 2.23246 3.63910 0.93248  -0.120

Frontier orbital gap ... 0.38551 hartree
ΔE to the lowest compared entry with this formula, charge and spin ... 667.7 kJ/mol
Strongest force on any atom ... 5.5 eV/Å
Calculated total energy ... -140255.8294 eV
Multiplicity ... 1

Here is 15 unconnected molecules or ions with the total composition C45H90O45 in a non-equilibrium geometry from OMol25. Energies are from wB97M-V/def2-TZVPD.

Last column: Mulliken charge in e.
Geometry (Å):
C: 17.58881 15.11465 20.72444  0.461
O: 16.81750 16.28789 21.16064  -0.266
C: 16.92626 16.61884 22.40825  0.629
O: 17.40380 15.97614 23.26808  -0.580
O: 16.28217 17.73850 22.65636  -0.314
C: 16.46680 18.44675 23.84204  -0.767
H: 17.11772 14.96243 19.75437  -0.517
H: 17.47927 14.31499 21.42061  0.289
H: 18.62150 15.43328 20.63211  0.073
H: 17.18367 19.23547 23.56815  0.206
H: 16.71063 17.89148 24.70853  0.383
H: 15.50729 18.87921 24.10425  0.268
C: 23.46014 12.83230 18.10425  -1.119
O: 22.51875 13.62748 17.37362  0.345
C: 23.02630 14.58126 16.50339  0.308
O: 24.19685 14.75096 16.28749  -0.572
O: 21.99092 15.31149 16.04055  0.273
C: 22.41593 16.23415 14.97938  -0.866
H: 23.31790 13.04605 19.16583  0.136
H: 24.42696 13.03008 17.71867  0.541
H: 23.27686 11.77644 17.89204  0.249
H: 23.35634 15.85925 14.57452  0.352
H: 22.58330 17.26312 15.34017  0.225
H: 21.58896 16.14496 14.28965  0.194
C: 19.96398 13.39715 22.29202  -0.966
O: 20.01579 13.34912 20.84954  0.196
C: 19.84018 12.23411 20.17367  0.507
O: 19.72026 11.12810 20.62102  -0.640
O: 19.77477 12.62078 18.90312  0.298
C: 19.67655 11.69628 17.81948  -0.981
H: 19.13934 12.76588 22.52424  0.392
H: 19.79709 14.42570 22.59516  0.238
H: 20.84448 13.08177 22.81376  0.336
H: 20.62068 11.49707 17.36691  0.149
H: 19.16598 12.20439 17.02670  0.094
H: 19.11162 10.85793 18.24754  0.315
C: 16.66383 11.00450 20.29095  -0.623
O: 16.45725 11.35832 21.70304  -0.390
C: 15.44567 12.26605 21.78120  0.717
O: 14.75138 12.69458 20.80844  -0.429
O: 15.25464 12.54264 23.05005  -0.356
C: 14.31251 13.61770 23.27478  -0.600
H: 15.85396 10.36314 19.94206  0.543
H: 17.59218 10.41025 20.26069  0.268
H: 16.72862 11.84656 19.62032  0.088
H: 14.42081 14.49342 22.62639  0.197
H: 14.38997 14.03091 24.28168  0.257
H: 13.31959 13.16454 23.30608  0.328
C: 22.13343 15.87551 20.36558  -0.253
O: 23.15204 16.87182 20.69995  -0.340
C: 23.79353 16.60843 21.83420  0.680
O: 23.67718 15.65754 22.54186  -0.514
O: 24.77816 17.61779 21.85831  -0.324
C: 25.75394 17.36500 22.85819  -0.683
H: 21.42392 15.66917 21.21782  0.327
H: 22.61057 14.94241 20.17031  0.012
H: 21.51312 16.34545 19.52649  0.115
H: 26.68978 17.91227 22.60870  0.247
H: 26.01370 16.30707 22.88256  0.318
H: 25.34758 17.63573 23.85038  0.270
C: 20.17215 8.75874 12.35449  -0.619
O: 18.92884 8.89533 13.14196  -0.226
C: 18.08452 9.83267 12.68249  0.782
O: 18.14064 10.34491 11.60482  -0.603
O: 17.08772 9.96400 13.55678  -0.240
C: 16.28832 11.16751 13.40867  -1.000
H: 19.99184 8.55475 11.30183  0.295
H: 20.69501 7.97016 12.88940  0.229
H: 20.60189 9.75798 12.44373  0.159
H: 16.81623 11.75067 12.65191  0.455
H: 16.22576 11.67183 14.35226  0.158
H: 15.28724 10.91790 13.09136  0.512
C: 9.49262 15.56070 15.71651  -0.160
O: 10.06329 14.49485 16.53063  -0.385
C: 10.80754 14.92904 17.57642  0.944
O: 10.99192 16.05238 17.87099  -0.586
O: 11.26260 13.90437 18.26634  -0.350
C: 12.15977 14.28262 19.32490  -0.651
H: 10.01099 15.47984 14.78371  -0.186
H: 9.71504 16.42832 16.30459  0.275
H: 8.44919 15.31114 15.59152  0.277
H: 12.73900 15.15426 19.12506  0.257
H: 12.79856 13.41545 19.37624  0.184
H: 11.50741 14.47652 20.18864  0.421
C: 11.16524 18.77708 15.25573  -0.476
O: 10.82590 17.97869 14.09437  -0.416
C: 11.87060 17.15500 13.70233  0.406
O: 12.80071 16.95625 14.37574  -0.005
O: 11.64988 16.62402 12.48016  -0.244
C: 10.32533 16.74893 11.84569  -0.776
H: 11.16284 18.09980 16.13285  0.164
H: 10.36895 19.48971 15.27055  0.229
H: 12.12463 19.21139 15.03899  0.187
H: 10.38787 17.68232 11.21390  0.279
H: 9.51396 16.82343 12.51927  0.373
H: 10.32477 15.89579 11.17116  0.271
C: 19.33470 8.17245 16.15679  -0.995
O: 18.31238 9.13581 16.00796  0.312
C: 16.98394 8.71522 16.10473  0.445
O: 16.58635 7.61006 16.16015  -0.570
O: 16.31392 9.88661 16.07643  0.212
C: 14.87668 9.72424 16.33757  -0.979
H: 19.05407 7.31388 15.50566  0.345
H: 19.50067 8.00504 17.22172  0.318
H: 20.27038 8.56721 15.78431  0.190
H: 14.39615 9.45280 15.41932  0.323
H: 14.55852 10.68232 16.65257  0.198
H: 14.64168 8.89011 17.00214  0.380
C: 15.12267 19.07741 16.20097  0.104
O: 16.28086 19.71714 15.54376  -0.114
C: 15.99590 20.70418 14.63990  0.708
O: 14.95805 21.16787 14.24399  -0.607
O: 17.19725 21.05164 14.17821  -0.294
C: 17.27901 22.07581 13.21925  -0.856
H: 14.32066 18.93049 15.54155  -0.020
H: 14.79069 19.72594 17.00932  0.392
H: 15.61001 18.15446 16.52830  -0.261
H: 17.59144 21.54024 12.38508  0.278
H: 18.02399 22.74324 13.56247  0.277
H: 16.39509 22.57863 13.05723  0.407
C: 18.97170 16.07563 17.44800  -0.188
O: 17.53062 16.19894 17.33882  -0.131
C: 16.73012 15.10180 17.05649  0.352
O: 17.12926 13.93422 17.04074  -0.197
O: 15.53870 15.55354 16.84873  -0.006
C: 14.51477 14.60612 16.49557  0.571
H: 19.31371 17.07012 17.78792  0.375
H: 19.31907 15.93140 16.42673  -0.055
H: 19.28582 15.33210 18.17138  -0.093
H: 14.81456 13.98958 15.66869  -0.134
H: 13.66515 15.23964 16.21498  -0.410
H: 14.40020 13.99159 17.40487  0.071
C: 13.73950 12.00043 8.90083  -0.790
O: 13.64615 12.08697 10.32022  -0.144
C: 12.42389 12.50144 10.74815  0.760
O: 11.46795 12.71826 10.02153  -0.627
O: 12.42104 12.60858 12.04525  -0.146
C: 11.20075 13.02674 12.67812  -0.515
H: 13.80388 12.98266 8.50542  0.342
H: 12.90235 11.44385 8.47840  0.301
H: 14.70762 11.58290 8.72593  0.240
H: 10.73755 13.75424 11.99374  0.085
H: 11.48904 13.51804 13.55757  0.171
H: 10.50070 12.16170 12.71717  0.374
C: 16.37486 20.18882 20.33368  -0.800
O: 17.42841 20.00802 21.24622  -0.337
C: 18.64844 19.68984 20.85724  0.958
O: 19.11906 19.72739 19.69287  -0.658
O: 19.30993 19.25664 21.94009  -0.367
C: 20.65906 18.90120 21.77794  -0.275
H: 15.90440 21.14870 20.36926  0.372
H: 15.58288 19.45564 20.59060  0.255
H: 16.76575 20.19055 19.30169  0.328
H: 21.20385 19.83535 21.40745  0.314
H: 20.71235 18.05678 21.07856  -0.074
H: 21.09743 18.60834 22.70972  0.316
C: 23.92474 12.60618 13.73234  -0.881
O: 22.60570 12.49599 14.37054  -0.177
C: 21.61706 13.13019 13.82912  0.644
O: 21.77656 14.03755 13.02188  -0.686
O: 20.44586 12.65548 14.28938  0.019
C: 19.23902 13.41513 13.89777  -0.817
H: 24.56924 12.17500 14.51238  0.254
H: 24.11418 13.63175 13.69653  0.352
H: 23.84611 12.11691 12.79070  0.333
H: 18.49590 13.51583 14.69733  0.188
H: 18.87812 12.84484 13.06079  0.370
H: 19.49973 14.37465 13.45996  0.381
C: 15.03517 14.72422 12.34215  0.248
O: 15.83240 15.85252 12.04332  -0.547
C: 16.73318 16.21785 12.96780  0.587
O: 16.94352 15.55714 14.02005  -0.163
O: 17.36943 17.31490 12.57070  -0.407
C: 18.53019 17.61769 13.34374  0.011
H: 14.39310 14.94914 13.20004  0.057
H: 15.43739 13.76642 12.52613  -0.205
H: 14.34045 14.65078 11.49491  0.106
H: 19.39997 17.60878 12.68106  0.327
H: 18.65189 16.95876 14.18884  -0.263
H: 18.36586 18.61108 13.74142  0.182

Frontier orbital gap ... 0.40556 hartree
ΔE to the lowest compared entry with this formula, charge and spin ... 402.2 kJ/mol
Strongest force on any atom ... 4.4 eV/Å
Calculated total energy ... -140258.5810 eV
Multiplicity ... 1

| no. | LUMO level (eV) |
| --- | --- |
| 1 | 0.48 |
| 2 | 0.50 |